The following is a quantum chemistry calculation of a 2-piece molecular cluster, C7H12O3 overall at a distorted geometry, from the Open Molecules 2025 dataset.

Geometry (Å):
C: 1.29 -0.42 -0.19
C: 2.52 0.35 -0.67
C: 1.50 -0.96 1.23
C: 0.08 0.50 -0.26
O: -0.23 0.89 -1.50
O: -0.09 1.36 0.69
H: -1.06 1.44 -1.42
H: 1.09 -1.24 -0.88
H: 2.72 1.20 -0.02
H: 1.70 -0.14 1.92
H: 2.38 0.71 -1.69
H: 3.39 -0.31 -0.65
H: 2.35 -1.64 1.24
H: 0.62 -1.49 1.59
C: -2.91 0.62 -0.03
O: -2.32 1.81 -0.23
C: -1.78 -0.62 0.03
C: -1.66 -1.83 0.10
H: -1.17 1.83 0.48
H: -3.39 0.51 0.95
H: -3.55 0.30 -0.85
H: -1.48 -2.87 0.17

## Properties
LUMO = -0.19 eV
frontier orbital gap = 9.5 eV
max |F| = 3.6 eV Å⁻¹
energy relative to the best compared isomer or geometry (same formula, charge and spin) = 357.6 kJ/mol